{"formula": "C2H7NS", "method": "ωB97M-V/def2-TZVPD", "total_energy_ev": -14512.17402, "homo_lumo_gap_ev": 9.38, "e_homo_ev": -8.41, "smiles": "NCCS", "symbols": ["N", "C", "C", "S", "H", "H", "H", "H", "H", "H", "H"], "positions_angstrom": [[-0.138, -0.192, 1.267], [-0.640, -0.324, -0.070], [0.356, 0.205, -1.098], [1.136, 1.729, -0.539], [-0.822, -0.176, 1.972], [0.498, -0.935, 1.522], [-0.860, -1.355, -0.511], [-1.568, 0.174, -0.097], [1.191, -0.477, -1.167], [-0.164, 0.131, -2.073], [1.012, 1.220, 0.795]], "atomic_forces_ev_per_a": [[1.1, -1.1, 0.0], [0.4, -1.6, -1.1], [-0.1, -0.4, -0.1], [-0.3, 0.2, 0.9], [-1.2, 0.1, 0.8], [0.2, -0.1, -0.1], [0.2, 0.7, 1.3], [-1.0, 1.0, -0.3], [0.1, -0.6, -0.1], [0.5, 0.9, 0.3], [0.2, 0.8, -1.5]]}



{"formula": "C7H10", "method": "ωB97M-V/def2-TZVPD", "total_energy_ev": -7417.07223, "homo_lumo_gap_ev": [7.60, 7.71], "e_homo_ev": [-6.91, -7.25], "symbols": ["C", "C", "C", "C", "C", "C", "C", "H", "H", "H", "H", "H", "H", "H", "H", "H", "H"], "positions_angstrom": [[-1.932, 0.391, 0.363], [-1.024, -0.310, -0.617], [0.384, -0.859, -0.680], [1.439, 0.132, -1.087], [1.365, 1.025, 0.134], [0.918, 0.325, 1.210], [0.374, -0.941, 0.784], [-2.557, 1.148, -0.128], [-2.642, -0.356, 0.754], [-1.428, 0.837, 1.219], [-1.655, -0.808, -1.364], [0.342, -1.816, -1.203], [1.188, 0.588, -2.045], [2.443, -0.321, -1.161], [1.787, 2.025, 0.166], [0.938, 0.693, 2.232], [0.060, -1.754, 1.424]], "atomic_forces_ev_per_a": [[0.0, 0.1, 0.2], [-0.8, -0.2, -0.7], [-0.3, -0.3, 0.0], [0.0, 0.2, 0.0], [0.4, 0.1, 0.1], [-0.2, -0.3, 0.0], [0.8, 0.2, 0.6], [0.2, 0.0, -0.1], [0.1, 0.2, 0.0], [-0.1, 0.1, -0.2], [0.0, -0.3, 0.4], [0.1, 0.2, -0.1], [0.1, 0.1, 0.1], [-0.1, 0.1, 0.0], [0.0, -0.2, 0.1], [-0.1, -0.1, -0.2], [0.0, 0.0, -0.3]]}



{"formula": "C5H7N", "method": "ωB97M-V/def2-TZVPD", "total_energy_ev": -6786.26946, "homo_lumo_gap_ev": 10.74, "e_homo_ev": -9.78, "smiles": "[H]/N=C\\CC=C=C", "symbols": ["H", "N", "C", "C", "C", "C", "C", "H", "H", "H", "H", "H", "H"], "positions_angstrom": [[0.358, 1.204, 2.093], [-0.118, 0.305, 2.213], [-0.851, 0.063, 1.207], [-1.020, 0.917, -0.027], [-0.166, 0.406, -1.171], [0.739, -0.526, -1.019], [1.622, -1.461, -0.802], [-1.394, -0.888, 1.203], [-2.072, 0.903, -0.341], [-0.769, 1.962, 0.199], [-0.332, 0.842, -2.156], [2.647, -1.214, -0.537], [1.357, -2.513, -0.862]], "atomic_forces_ev_per_a": [[-0.1, -0.1, 0.1], [-0.2, 0.1, -0.4], [0.1, 0.0, 0.2], [0.0, 0.1, 0.1], [0.2, -0.2, 0.0], [0.0, 0.0, 0.0], [-0.1, 0.1, 0.0], [0.0, 0.1, 0.0], [0.1, 0.0, 0.1], [0.0, -0.2, 0.0], [0.0, -0.1, 0.1], [-0.1, 0.0, 0.0], [0.0, 0.2, -0.1]]}



{"formula": "C9H8BrNO2S2", "method": "ωB97M-V/def2-TZVPD", "total_energy_ev": -106757.11706, "homo_lumo_gap_ev": [7.63, 7.64], "e_homo_ev": [-8.79, -8.79], "symbols": ["C", "C", "C", "C", "C", "C", "C", "C", "C", "N", "O", "O", "S", "S", "Br", "H", "H", "H", "H", "H", "H", "H", "H"], "positions_angstrom": [[-0.080, 0.049, 0.421], [-0.569, -1.305, 0.433], [0.580, 0.384, 1.559], [-0.373, -1.889, 1.663], [-0.233, 0.678, -0.922], [1.357, 2.789, 1.274], [1.157, 1.627, 1.872], [-1.010, -1.620, -0.992], [-1.114, 0.019, -3.040], [-0.856, -0.303, -1.683], [0.177, 1.744, -1.335], [-0.240, -2.603, -1.593], [0.477, -0.885, 2.860], [2.102, 1.233, 4.207], [-0.744, -3.690, 2.024], [1.961, 3.574, 1.612], [0.948, 3.013, 0.233], [-2.049, -1.981, -0.951], [-1.484, 1.040, -3.130], [-0.266, -0.247, -3.693], [-2.011, -0.613, -3.439], [-0.592, -3.389, -1.231], [2.863, 2.374, 3.852]], "atomic_forces_ev_per_a": [[0.4, -0.8, 0.6], [0.7, 1.5, 0.7], [-0.7, -0.8, 1.5], [0.1, 0.2, -0.8], [0.4, -1.3, 0.2], [-0.9, -1.0, -1.4], [1.6, 1.2, 2.2], [-0.9, 0.9, 0.5], [-2.2, -2.1, -2.0], [0.3, -0.2, 1.9], [-0.5, -0.2, 0.1], [0.8, 1.1, -0.9], [-0.8, 0.4, -3.3], [0.0, 2.4, -3.3], [-0.1, -0.1, 0.1], [0.7, 0.8, 1.0], [0.3, -0.9, 1.4], [-0.1, 0.5, -0.4], [0.6, 0.1, 0.0], [-0.2, 0.6, 0.1], [1.5, 0.8, 0.8], [-0.2, -1.8, 0.4], [-0.8, -1.4, 0.7]]}



{"formula": "C26H24Cl5CsN4", "method": "ωB97M-V/def2-TZVPD", "total_charge": -2, "total_energy_ev": -96467.12344, "homo_lumo_gap_ev": 3.50, "e_homo_ev": 0.21, "symbols": ["Cs", "Cl", "C", "C", "C", "Cl", "C", "Cl", "C", "Cl", "C", "Cl", "C", "C", "C", "C", "C", "C", "N", "N", "C", "C", "C", "C", "C", "C", "H", "H", "H", "H", "H", "H", "H", "H", "H", "C", "N", "C", "C", "N", "C", "H", "H", "H", "H", "H", "H", "C", "C", "C", "C", "H", "H", "H", "H", "H", "H", "H", "H", "H"], "positions_angstrom": [[-1.028, 1.577, -0.349], [-4.470, 4.826, -1.091], [-5.260, 3.277, -1.047], [-4.493, 2.151, -1.339], [-5.230, 0.970, -1.323], [-4.376, -0.508, -1.638], [-6.593, 0.891, -1.078], [-7.468, -0.606, -1.189], [-7.281, 2.047, -0.732], [-8.962, 1.977, -0.337], [-6.605, 3.260, -0.704], [-7.457, 4.697, -0.224], [5.215, -1.872, -0.456], [5.769, -0.627, -0.733], [4.976, 0.491, -0.834], [3.567, 0.412, -0.687], [3.019, -0.870, -0.457], [3.833, -1.969, -0.326], [2.751, 1.475, -0.848], [3.248, 2.645, -0.547], [2.555, 3.774, -0.809], [3.349, 4.945, -0.820], [2.785, 6.194, -0.944], [1.415, 6.319, -1.117], [0.644, 5.162, -1.215], [1.145, 3.894, -0.973], [5.842, -2.750, -0.343], [6.844, -0.542, -0.856], [5.406, 1.461, -1.046], [1.945, -0.967, -0.341], [3.397, -2.937, -0.109], [4.428, 4.840, -0.787], [3.420, 7.076, -0.940], [0.959, 7.304, -1.177], [-0.415, 5.283, -1.444], [1.945, -5.234, -0.959], [0.680, -4.612, -1.214], [-0.505, -4.898, -0.597], [-1.435, -4.079, -1.169], [-0.849, -3.302, -2.115], [0.411, -3.639, -2.117], [1.952, -6.264, -1.332], [2.144, -5.253, 0.113], [2.726, -4.666, -1.462], [-0.577, -5.635, 0.177], [-2.478, -3.988, -0.940], [1.167, -3.207, -2.745], [-1.579, -2.124, 2.263], [-0.583, -1.265, 3.043], [-0.386, -1.891, 4.444], [-1.038, 0.172, 3.102], [-1.250, -3.163, 2.196], [-1.706, -1.735, 1.255], [-2.550, -2.103, 2.757], [0.391, -1.313, 2.532], [-1.330, -1.902, 4.989], [0.334, -1.308, 5.017], [-0.019, -2.918, 4.381], [-0.321, 0.780, 3.661], [-2.022, 0.249, 3.581]], "atomic_forces_ev_per_a": [[-0.2, -0.1, 0.3], [0.4, 0.6, 0.0], [0.3, -0.7, -0.1], [-0.6, 0.0, 0.2], [0.2, 0.8, 0.0], [0.4, -0.7, -0.2], [-0.1, 0.0, 0.0], [0.0, -0.1, 0.0], [-0.1, 0.0, 0.0], [-0.2, 0.0, 0.0], [-0.1, 0.0, 0.0], [0.0, 0.1, 0.0], [-0.2, 0.1, 0.0], [0.3, -0.4, 0.1], [-0.8, 0.4, 0.0], [2.1, -1.9, 0.4], [-0.3, 1.0, 0.0], [0.4, -0.5, 0.1], [-1.3, 4.4, 0.2], [0.8, -4.4, -0.5], [-1.8, 2.4, -0.3], [0.4, -0.4, 0.0], [0.4, 0.3, 0.0], [-0.3, -0.2, -0.1], [0.0, 0.8, 0.1], [0.2, -1.6, -0.1], [0.0, 0.1, 0.0], [0.0, 0.1, 0.0], [0.0, 0.0, 0.0], [0.0, 0.1, 0.0], [-0.1, 0.1, 0.0], [0.1, 0.0, 0.2], [0.0, -0.1, 0.0], [0.0, 0.0, -0.1], [0.0, 0.0, 0.1], [0.3, -0.3, 0.0], [-0.1, 0.2, 0.0], [-0.3, -0.1, 0.1], [0.0, -0.2, 0.3], [0.0, 0.4, -0.4], [0.0, 0.1, -0.1], [0.1, 0.1, 0.0], [0.1, 0.1, 0.0], [0.0, -0.1, 0.1], [0.0, -0.1, 0.2], [-0.2, 0.0, 0.1], [0.2, 0.1, -0.1], [0.4, 0.0, 0.0], [-0.3, 0.1, 0.4], [0.2, -0.1, -0.3], [0.1, 0.3, -0.8], [0.0, -0.2, 0.0], [-0.1, 0.0, -0.1], [-0.2, 0.0, 0.1], [0.0, -0.1, 0.0], [-0.1, 0.1, 0.0], [0.0, 0.1, 0.1], [0.1, -0.4, 0.1], [0.1, 0.1, 0.2], [-0.1, 0.0, 0.1]]}



{"formula": "C4H24BF4O8", "method": "ωB97M-V/def2-TZVPD", "total_charge": -1, "total_energy_ev": -32472.21972, "homo_lumo_gap_ev": 9.86, "e_homo_ev": -7.11, "symbols": ["B", "F", "F", "F", "F", "C", "O", "H", "H", "H", "H", "C", "O", "H", "H", "H", "H", "C", "O", "H", "H", "H", "H", "C", "O", "H", "H", "H", "H", "O", "H", "H", "O", "H", "H", "O", "H", "H", "O", "H", "H"], "positions_angstrom": [[-0.218, -0.960, 0.408], [-0.059, 0.451, 0.309], [0.344, -1.483, -0.770], [0.484, -1.425, 1.531], [-1.585, -1.253, 0.492], [-1.842, 0.837, -2.743], [-1.956, 1.514, -1.503], [-1.421, -0.165, -2.632], [-2.843, 0.743, -3.169], [-1.197, 1.366, -3.449], [-1.594, 0.953, -0.808], [1.901, 0.183, -2.981], [1.751, -0.872, -3.921], [2.580, -0.110, -2.178], [2.178, 1.101, -3.489], [0.945, 0.387, -2.486], [1.661, -1.697, -3.439], [-1.449, 3.360, 1.874], [-1.979, 2.988, 3.134], [-1.044, 4.370, 1.936], [-0.639, 2.694, 1.567], [-2.228, 3.363, 1.104], [-2.356, 2.097, 3.042], [2.786, 1.330, 1.359], [2.257, 1.986, 0.206], [3.391, 0.457, 1.099], [3.424, 2.062, 1.852], [1.961, 1.015, 1.999], [1.458, 1.517, -0.063], [-2.712, 0.358, 2.553], [-3.494, 0.276, 1.998], [-2.061, -0.218, 2.131], [-2.046, -2.983, -1.854], [-1.088, -3.020, -1.934], [-2.188, -2.301, -1.187], [2.997, -2.448, 0.993], [2.797, -2.647, 1.910], [2.173, -2.074, 0.652], [0.101, -4.235, 2.031], [0.600, -4.136, 2.846], [0.211, -3.384, 1.582]], "atomic_forces_ev_per_a": [[0.6, 0.8, -0.7], [-0.3, -0.2, 0.4], [-0.1, -0.5, 0.2], [-0.4, 0.0, 0.0], [0.0, -0.1, 0.1], [-0.2, -0.3, 0.1], [0.0, 0.0, 0.0], [-0.1, 0.0, 0.0], [0.1, 0.0, -0.2], [0.0, 0.2, 0.1], [0.1, 0.2, -0.1], [-0.9, -0.3, 0.7], [0.2, 0.1, -0.4], [0.3, 0.4, -0.2], [0.4, -0.2, -0.1], [0.0, 0.0, 0.0], [-0.1, 0.1, 0.1], [-0.1, -0.1, -0.1], [-0.1, 0.2, 0.2], [0.0, 0.0, 0.2], [0.0, 0.0, -0.1], [0.1, -0.1, -0.1], [0.3, 0.1, -0.1], [-0.3, 0.2, -0.5], [0.3, 0.0, 0.0], [-0.1, 0.0, 0.0], [-0.1, -0.1, 0.2], [0.2, 0.0, 0.3], [0.0, 0.0, 0.1], [-0.2, -0.1, 0.1], [0.0, 0.0, -0.1], [-0.1, 0.1, 0.0], [-0.1, 0.0, -0.2], [0.0, 0.1, 0.1], [0.1, -0.1, 0.1], [0.2, 0.0, -0.2], [-0.1, 0.0, 0.0], [0.1, 0.0, 0.1], [0.0, 0.0, -0.1], [0.0, 0.0, 0.0], [-0.1, -0.1, 0.2]]}